No. 1
DFT (wB97M-V/def2-TZVPD) results for a structure of composition C23H17N6O2Sc.

Its HOMO energy (alpha / beta) is -15.07 / -15.12 eV. As for the charge: +2. The value obtained for the largest force on an atom is 3.78 eV/A. For the molar mass, the calculation gives 454.38 Da. Its spin multiplicity is 1. The LUMO energy (alpha / beta) comes out at -9.4 / -9.1 eV.

Cartesian coordinates (Å):
C -1.260 1.124 2.177
N 1.587 1.401 -0.689
N 2.634 1.702 0.080
H 2.951 -2.195 -4.267
C -2.097 -2.994 -1.798
H 3.868 3.351 2.557
H 2.194 0.011 -4.958
C 0.843 -1.092 1.615
H -3.402 -3.640 -3.403
C -3.367 1.785 1.327
H -1.851 -3.944 -1.393
C 2.467 2.631 1.031
C -0.611 -2.207 0.008
H -4.883 2.342 2.723
H -3.954 1.854 0.424
N -2.072 1.320 1.080
C -1.820 0.983 3.466
C 2.251 -0.188 -3.911
C 2.798 -1.773 -2.140
H 3.113 -2.739 -1.820
H -1.173 0.668 4.299
C 2.937 1.552 3.176
C 2.679 -0.734 -1.215
C 1.963 0.391 -1.569
Sc -0.460 0.872 -0.236
C 2.048 0.478 3.056
H -2.671 0.556 -2.956
H -3.586 1.432 4.710
C -2.948 -2.782 -2.858
C -3.860 1.941 2.600
C -1.489 -1.904 -1.159
H 1.699 3.387 0.845
H -3.608 -1.353 -4.275
C 1.011 0.265 2.181
C 2.628 -1.487 -3.513
H 1.312 1.650 -3.197
O -0.612 -3.386 0.437
N 0.059 1.226 1.893
H 2.210 -0.310 3.764
C 3.159 2.584 2.249
N -0.032 -1.074 0.480
O 1.545 -2.031 1.958
C -3.158 -1.468 -3.302
C 1.809 0.702 -2.969
H 3.125 -0.806 -0.242
H 3.572 1.523 4.084
N -1.839 -0.627 -1.492
C -3.091 1.437 3.713
C -2.619 -0.435 -2.571

Atomic partial charges in e from the Löwdin method, atoms 1 to 6:
1 C -0.359
2 N -0.061
3 N 0.117
4 H 0.125
5 C 0.038
6 H 0.143

***

No. 2
DFT (wB97M-V/def2-TZVPD) results for a cluster of 3 separate species, H6O3 in total.

Its HOMO energy (alpha / beta) is -17.00 / -15.86 eV. As for the charge: +1. The value obtained for the largest force on an atom is 2.00 eV/A. For the molar mass, the calculation gives 54.05 Da. Its spin multiplicity is 2. The LUMO energy (alpha / beta) comes out at -4.4 / -12.3 eV. Its expectation value of S² is 0.76.

Cartesian coordinates (Å):
H 1.860 1.779 0.522
H -1.908 -0.605 -1.865
H -0.447 -0.652 0.693
O -2.101 -1.456 -2.257
H 2.959 0.927 1.121
H 0.176 0.635 1.191
H -1.936 -2.086 -1.555
O 2.051 1.198 1.258
O -0.653 0.261 0.891

Atomic partial charges in e from the Löwdin method, atoms 1 to 6:
1 H 0.063
2 H 0.084
3 H 0.109
4 O 0.226
5 H 0.077
6 H 0.055

***

No. 3
DFT (wB97M-V/def2-TZVPD) results for a cluster of 13 separate species, C33H77F3N11O14 in total.

Its HOMO energy (alpha / beta) is -8.97 / -9.03 eV. The value obtained for the largest force on an atom is 5.56 eV/A. For the molar mass, the calculation gives 909.04 Da. Its spin multiplicity is 2. The LUMO energy (alpha / beta) comes out at 0.2 / -0.1 eV. Its expectation value of S² is 0.76.

Cartesian coordinates (Å):
H 23.400 -6.466 -14.132
H 25.532 -5.966 -8.881
C 22.066 -10.907 -8.463
H 27.546 -5.012 -13.386
H 27.435 -8.688 -5.818
O 26.663 -9.997 -8.067
C 25.090 -13.766 -6.559
C 24.507 -1.899 -10.642
H 27.690 -8.791 -16.197
C 27.332 -13.598 -9.732
O 27.224 -9.538 -10.842
H 21.424 -14.789 -7.234
O 26.744 -14.612 -9.734
N 28.107 -10.652 -12.407
H 28.567 -4.144 -12.247
H 24.187 -9.374 -11.334
H 27.181 -8.480 -14.426
C 26.642 -4.934 -11.450
C 28.275 -9.811 -11.453
H 25.171 -12.697 -4.672
H 24.318 -9.975 -7.158
H 30.341 -9.823 -11.773
H 24.679 -6.684 -5.030
C 29.589 -9.457 -11.074
H 27.451 -6.358 -9.951
H 19.783 -12.587 -8.714
H 21.085 -6.685 -5.470
C 28.706 -13.545 -10.219
O 25.107 -11.290 -12.200
O 21.790 -12.281 -8.544
O 23.434 -10.786 -8.827
C 24.654 -12.412 -12.041
C 22.346 -6.560 -13.869
H 24.341 -9.547 -9.772
H 24.344 -11.872 -5.904
O 23.124 -8.407 -12.618
H 23.738 -12.223 -10.215
C 22.965 -5.973 -5.959
H 20.332 -12.363 -7.018
C 20.554 -12.824 -7.981
C 27.004 -8.149 -6.662
C 21.596 -10.918 -16.693
H 24.726 -5.119 -5.811
H 28.956 -10.841 -12.921
H 26.385 -7.371 -6.213
C 26.156 -9.263 -7.251
H 28.390 -5.924 -12.237
H 25.386 -1.256 -10.689
H 22.063 -10.755 -7.383
H 23.688 -12.911 -7.822
H 21.599 -11.997 -14.291
C 26.132 -7.415 -15.927
H 21.228 -13.362 -10.471
H 22.022 -5.584 -13.510
C 23.598 -4.051 -10.894
C 20.818 -13.340 -11.480
H 25.864 -13.883 -12.845
O 23.813 -10.464 -15.768
C 25.228 -12.488 -5.740
C 25.407 -3.767 -9.144
O 22.443 -5.124 -6.697
H 20.834 -8.542 -11.730
H 28.692 -13.812 -11.276
N 24.149 -13.738 -7.471
H 21.661 -13.013 -12.089
H 21.868 -11.514 -17.564
H 23.845 -1.622 -9.822
H 29.735 -8.378 -11.113
H 27.191 -10.993 -12.663
H 20.675 -11.360 -16.313
H 26.167 -2.999 -9.000
H 25.638 -9.452 -10.680
C 27.185 -5.306 -10.063
H 20.693 -14.824 -8.727
F 19.971 -9.627 -8.170
H 25.825 -12.491 -8.866
C 20.994 -9.864 -9.025
H 21.448 -9.908 -17.075
H 23.858 -13.797 -10.918
H 23.621 -5.133 -11.017
H 25.280 -6.062 -12.755
C 24.920 -3.399 -10.541
N 26.800 -12.530 -9.127
H 19.974 -12.655 -11.400
H 20.292 -7.076 -12.607
H 26.330 -9.605 -15.462
C 20.631 -14.282 -7.783
H 23.261 -3.903 -11.920
O 24.727 -9.172 -10.567
H 24.831 -13.203 -14.142
H 26.751 -4.995 -8.042
N 24.972 -7.558 -16.481
C 26.896 -8.674 -15.460
O 19.379 -14.515 -12.908
H 24.217 -14.571 -8.038
H 24.631 -8.504 -16.386
O 25.655 -14.774 -6.232
H 26.388 -7.061 -11.912
C 22.730 -11.045 -15.657
H 21.913 -6.737 -14.854
C 22.190 -7.634 -12.885
H 24.679 -3.580 -8.355
H 24.840 -9.130 -5.716
H 24.011 -14.145 -12.983
N 26.018 -3.589 -11.565
C 27.867 -4.973 -12.345
H 29.253 -14.298 -9.653
H 23.172 -11.905 -13.806
N 24.970 -9.361 -6.691
F 20.442 -10.147 -10.213
H 27.386 -11.830 -8.695
H 22.006 -7.733 -6.585
C 22.051 -7.151 -5.665
H 21.976 -15.737 -11.662
H 23.901 -1.656 -11.515
N 21.021 -15.717 -11.991
C 24.877 -13.492 -13.092
H 22.863 -3.676 -10.182
H 27.863 -7.913 -7.289
H 24.326 -6.799 -16.643
N 24.210 -5.939 -5.525
H 22.352 -7.668 -4.754
H 20.845 -16.468 -12.643
O 26.639 -6.286 -15.713
C 26.140 -5.063 -8.942
H 26.123 -11.871 -5.812
N 22.544 -11.805 -14.591
F 21.528 -8.662 -9.158
N 23.964 -12.797 -11.014
C 20.305 -14.588 -12.119
H 29.801 -9.812 -10.066
H 29.141 -12.596 -9.904
C 25.782 -6.163 -11.792
H 19.807 -14.620 -7.154
N 20.967 -7.799 -12.400
H 25.178 -6.656 -11.030
H 28.008 -4.643 -9.798
O 25.608 -3.233 -12.910

Atomic partial charges in e from the Löwdin method, atoms 1 to 6:
1 H 0.070
2 H 0.102
3 C -0.379
4 H 0.072
5 H 0.085
6 O 0.036

***

No. 4
DFT (wB97M-V/def2-TZVPD) results for a structure of composition C32H31BrN9O4Pb.

Its HOMO energy is -10.00 eV. As for the charge: +1. The value obtained for the largest force on an atom is 0.35 eV/A. For the molar mass, the calculation gives 892.76 Da. Its spin multiplicity is 1. The LUMO energy comes out at -2.7 eV.

Cartesian coordinates (Å):
H 1.675 2.400 -1.996
H -2.360 0.664 2.272
C -2.965 -1.885 1.194
C -0.187 3.003 1.661
Pb 0.014 -0.276 -0.157
H 1.946 0.336 -4.732
N 0.206 0.010 -2.698
H 4.194 2.092 0.483
H 2.537 2.199 2.345
H 3.073 -2.472 0.848
O -4.141 2.967 4.671
C -1.975 3.947 2.928
N -0.738 1.788 1.676
H -4.223 -3.126 2.356
H -3.407 4.911 -1.562
H -0.722 -3.987 -0.580
C 1.573 -3.331 -3.562
C -2.700 2.937 -1.167
C 2.343 -2.971 1.475
H 0.755 3.090 1.130
N -4.793 1.719 2.891
N 1.835 -4.528 3.197
N -2.212 -3.476 2.526
H -0.270 5.065 2.246
C 1.382 -4.659 -3.116
H -0.226 0.980 -4.449
H 1.901 -5.466 -3.619
C 2.420 -3.010 -4.652
C -1.190 1.987 -2.791
C -0.077 -3.811 -1.437
C 3.398 1.345 0.590
C 0.564 -4.174 3.048
N -3.304 -2.843 2.052
H 0.364 -5.908 -1.711
H -4.678 1.601 1.899
H 0.945 -0.759 3.580
C 3.003 1.256 2.033
C 1.828 -0.689 -4.403
H 3.222 3.068 -1.424
C -1.920 1.656 2.280
C -2.792 4.090 -1.907
H -2.457 4.769 3.442
C 1.594 0.113 3.515
C 2.553 -1.714 -5.051
H 3.790 0.382 0.237
C 0.875 -2.309 -2.888
H -0.171 -4.644 3.689
C 0.982 -0.968 -3.364
N 1.072 -2.622 1.325
C 2.720 -3.930 2.404
H -3.245 2.838 -0.235
C -2.580 2.698 2.906
H 2.955 -3.806 -5.154
H -5.727 1.664 3.264
C -3.903 2.494 3.584
C -1.902 1.839 -1.569
O 2.263 1.715 -0.175
C -1.232 -2.850 1.919
H -3.661 -1.246 0.674
C 2.604 2.168 -1.477
Br -2.247 5.788 -4.137
C 0.184 -3.225 2.108
H 1.017 1.009 3.764
H 3.146 1.396 -2.034
H 3.758 -4.217 2.517
O 2.093 0.184 2.191
H -0.818 3.235 -4.508
C -0.766 4.105 2.279
H 2.409 0.002 4.237
H 3.208 -1.461 -5.873
C -0.359 0.943 -3.363
C 0.545 -4.905 -2.071
N 0.081 -2.565 -1.801
H 3.898 1.101 2.648
C -1.333 3.162 -3.557
N -1.651 -1.850 1.080
O -1.891 0.765 -0.827
C -2.101 4.205 -3.117

Atomic partial charges in e from the Löwdin method, atoms 1 to 6:
1 H 0.079
2 H 0.102
3 C -0.134
4 C -0.122
5 Pb 1.506
6 H 0.116